# 1
The following is a quantum chemistry calculation of a 7-piece molecular cluster, C34H49BCl2N6O3 overall in a non-equilibrium geometry, from the OMol25 dataset.

Positions of all 95 atoms, in Å:
C: -3.54 -0.30 -8.28
C: -2.08 -0.12 -8.90
O: -1.27 0.63 -7.93
C: -0.08 -0.17 -7.70
C: 0.90 0.68 -6.77
O: 0.44 0.76 -5.37
C: 1.30 1.75 -4.77
B: 1.07 1.93 -3.16
C: -0.41 2.34 -2.66
C: -1.25 1.14 -2.00
C: -1.23 1.18 -0.39
Cl: -2.10 -0.32 0.30
C: 2.38 1.71 -2.20
C: 2.18 0.61 -1.07
O: 1.46 -0.39 -1.13
Cl: 3.11 0.88 0.51
H: -4.32 0.21 -8.95
H: -3.74 -1.43 -8.17
H: -3.60 0.15 -7.22
H: -1.54 -1.10 -9.09
H: -2.06 0.50 -9.87
H: 0.45 -0.28 -8.71
H: -0.31 -1.19 -7.22
H: 0.89 1.77 -7.14
H: 2.00 0.35 -6.82
H: 1.20 2.80 -5.24
H: 2.39 1.39 -4.94
H: -1.00 2.68 -3.58
H: -0.35 3.17 -1.86
H: -2.35 1.31 -2.29
H: -1.00 0.11 -2.42
H: -1.71 2.15 -0.01
H: -0.19 1.14 0.05
H: 3.28 1.39 -2.84
H: 2.58 2.71 -1.66
C: 0.72 -2.38 4.07
C: 1.58 -3.41 3.61
C: 1.91 -3.11 2.31
N: 1.28 -1.94 1.97
C: 0.55 -1.49 3.04
H: 0.27 -2.31 5.05
H: 1.91 -4.27 4.16
H: 2.54 -3.62 1.60
H: 1.34 -1.48 1.07
H: -0.02 -0.58 2.98
C: -0.45 -7.43 1.37
C: -0.25 -6.11 1.86
C: 0.16 -5.35 0.80
N: 0.22 -6.15 -0.31
C: -0.15 -7.42 0.03
H: -0.77 -8.29 1.94
H: -0.39 -5.77 2.87
H: 0.42 -4.30 0.73
H: 0.50 -5.85 -1.23
H: -0.17 -8.21 -0.71
C: 3.02 0.26 6.78
C: 4.40 -0.03 6.73
C: 4.77 -0.06 5.41
N: 3.66 0.20 4.66
C: 2.58 0.40 5.48
H: 2.40 0.36 7.66
H: 5.06 -0.20 7.58
H: 5.73 -0.24 4.94
H: 3.63 0.24 3.65
H: 1.61 0.63 5.08
C: -0.99 6.24 -8.62
C: -0.23 6.36 -7.43
C: -0.16 5.11 -6.87
N: -0.86 4.25 -7.67
C: -1.36 4.93 -8.75
H: -1.24 7.04 -9.32
H: 0.21 7.26 -7.04
H: 0.32 4.77 -5.97
H: -0.98 3.26 -7.50
H: -1.94 4.42 -9.50
C: -1.95 2.20 5.31
C: -3.34 2.03 5.57
C: -3.83 1.20 4.59
N: -2.80 0.86 3.76
C: -1.65 1.47 4.19
H: -1.26 2.79 5.88
H: -3.90 2.46 6.37
H: -4.83 0.81 4.42
H: -2.88 0.27 2.95
H: -0.72 1.32 3.66
C: -0.57 -1.63 10.71
C: -1.48 -0.68 10.17
C: -1.04 -0.38 8.90
N: 0.10 -1.10 8.66
C: 0.38 -1.87 9.76
H: -0.62 -2.08 11.69
H: -2.35 -0.27 10.65
H: -1.44 0.29 8.15
H: 0.64 -1.08 7.81
H: 1.25 -2.52 9.77

As for the net charge: 0. The highest occupied orbital energy comes out at -7.862 eV. As for the spin multiplicity: 1. The structure (SMILES) is CCOCCOCB(CCCCl)CC(=O)Cl.c1cc[nH]c1.c1cc[nH]c1.c1cc[nH]c1.c1cc[nH]c1.c1cc[nH]c1.c1cc[nH]c1.



# 2
The following is a quantum chemistry calculation of C42H56BGeIrN2O2 as an isolated structure in a non-equilibrium geometry, from the OMol25 dataset.

Positions of all 105 atoms, in Å:
Ir: -0.46 -0.73 -0.44
C: -3.34 -0.40 -2.31
C: -3.42 1.11 -2.07
C: -3.71 1.45 -0.60
C: -2.23 1.84 -2.67
C: -2.49 2.43 -3.90
C: -1.56 3.19 -4.57
C: -0.35 3.41 -3.96
C: -0.03 2.87 -2.72
C: 1.32 3.38 -2.20
C: 2.25 2.40 -1.49
C: 1.08 4.63 -1.33
C: -0.95 2.01 -2.07
N: -0.61 1.36 -0.87
C: -0.49 2.15 0.20
C: 0.06 1.94 1.48
C: -0.13 3.02 2.39
C: 0.41 3.05 3.65
C: 1.22 2.00 4.08
C: 1.40 0.91 3.25
C: 0.81 0.81 1.97
N: 0.97 -0.33 1.26
C: 1.84 -1.31 1.71
C: 3.23 -1.20 1.48
C: 4.08 -2.24 1.83
C: 3.60 -3.38 2.45
C: 2.26 -3.45 2.78
C: 1.37 -2.43 2.45
C: -0.03 -2.48 3.01
C: -0.76 -3.80 2.75
C: 0.02 -2.22 4.53
C: 3.83 0.05 0.87
C: 4.25 -0.20 -0.58
C: 5.04 0.54 1.69
H: -4.13 -0.92 -1.77
H: -2.38 -0.80 -1.97
H: -3.45 -0.61 -3.37
H: -4.30 1.46 -2.63
H: -2.81 1.43 0.00
H: -4.42 0.74 -0.18
H: -4.14 2.45 -0.53
H: -3.47 2.28 -4.35
H: -1.78 3.62 -5.54
H: 0.38 4.04 -4.46
H: 1.86 3.72 -3.09
H: 1.80 1.98 -0.60
H: 3.16 2.93 -1.20
H: 2.53 1.60 -2.17
H: 0.73 4.34 -0.34
H: 0.34 5.28 -1.79
H: 2.01 5.18 -1.21
H: -0.93 3.15 0.08
H: -0.75 3.85 2.07
H: 0.21 3.90 4.30
H: 1.68 2.01 5.05
H: 1.99 0.08 3.60
H: 5.14 -2.15 1.64
H: 4.27 -4.19 2.70
H: 1.91 -4.31 3.33
H: -0.60 -1.68 2.55
H: -0.21 -4.65 3.13
H: -0.92 -3.94 1.68
H: -1.74 -3.78 3.23
H: 0.51 -3.04 5.05
H: -0.99 -2.12 4.92
H: 0.56 -1.30 4.73
H: 3.08 0.84 0.89
H: 4.97 -1.02 -0.63
H: 4.71 0.70 -0.99
H: 3.39 -0.46 -1.17
H: 5.93 -0.05 1.48
H: 4.84 0.49 2.76
H: 5.26 1.58 1.44
O: -2.10 0.10 1.92
B: -2.05 -0.91 0.93
O: -3.13 -1.78 1.18
C: -3.79 -1.32 2.27
C: -4.90 -1.83 2.91
C: -5.36 -1.13 4.03
C: -4.74 0.03 4.46
C: -3.62 0.54 3.82
C: -3.15 -0.16 2.73
H: -5.39 -2.72 2.56
H: -6.22 -1.51 4.57
H: -5.13 0.55 5.33
H: -3.13 1.45 4.15
C: -0.48 -0.30 -4.98
Ge: 0.69 -1.52 -3.94
C: -0.01 -3.36 -4.19
C: 2.40 -1.42 -4.99
C: 1.03 -1.04 -2.07
H: -0.40 -0.53 -6.04
H: -0.19 0.73 -4.83
H: -1.53 -0.39 -4.70
H: -0.06 -3.61 -5.25
H: -1.01 -3.45 -3.76
H: 0.63 -4.10 -3.71
H: 2.19 -1.65 -6.03
H: 3.15 -2.13 -4.64
H: 2.82 -0.42 -4.94
H: 1.49 -0.06 -2.10
H: 1.76 -1.75 -1.69
C: -0.76 -2.72 -0.58
H: -0.03 -3.43 -0.19
H: -1.69 -3.19 -0.89

As for the net charge: -1. The highest occupied orbital energy (alpha / beta) comes out at -3.320 / -3.643 eV. As for the spin multiplicity: 2. Its energy above the lowest of the compared OMol25 structures with the same formula, charge and spin is 3.458 eV.



# 3
The following is a quantum chemistry calculation of C3H3N3O as an isolated structure in a non-equilibrium geometry, from the OMol25 dataset.

Positions of all 10 atoms, in Å:
N: -1.19 -0.08 -0.73
C: -0.64 0.28 0.41
N: -0.48 0.30 -1.82
N: 0.53 0.89 -1.34
O: 0.46 -1.89 0.70
C: 0.58 -0.77 1.06
C: 0.54 0.88 0.04
H: -1.98 -0.68 -0.92
H: 0.98 -0.48 2.03
H: 1.20 1.55 0.56

As for the net charge: 0. The highest occupied orbital energy comes out at -9.881 eV. As for the spin multiplicity: 1. Its energy above the lowest of the compared OMol25 structures with the same formula, charge and spin is 4.416 eV.



# 4
The following is a quantum chemistry calculation of a 2-piece molecular cluster, CH2O4 overall in a non-equilibrium geometry, from the OMol25 dataset.

Positions of all 7 atoms, in Å:
C: -1.31 0.28 -0.14
O: 1.27 -0.91 -0.63
O: -0.15 -0.17 0.23
O: 2.13 -0.17 0.04
O: -2.07 -0.07 -1.00
H: 1.68 -0.09 0.94
H: -1.56 1.12 0.55

As for the net charge: 0. The highest occupied orbital energy (alpha / beta) comes out at -10.655 / -10.863 eV. As for the spin multiplicity: 1. Its energy above the lowest of the compared OMol25 structures with the same formula, charge and spin is 4.642 eV.



# 5
The following is a quantum chemistry calculation of C27H36Br4ClN4NiO10P as an isolated structure, from the OMol25 dataset.

Positions of all 84 atoms, in Å:
Ni: 1.02 -0.17 -0.37
N: -0.83 -0.05 0.18
C: -1.86 0.42 -0.73
C: -3.27 0.30 -0.13
C: -3.73 -1.12 0.20
C: -3.73 -2.13 -0.95
N: -4.46 -1.75 -2.16
C: -3.73 -1.25 -3.27
N: -2.90 -2.25 -3.85
N: -4.63 -0.69 -4.24
C: -1.78 -0.25 -2.10
O: -2.91 -0.03 -2.82
O: -0.87 -0.89 -2.52
H: -1.01 -0.99 0.51
H: -0.76 0.57 0.99
H: -1.67 1.48 -0.93
H: -3.97 0.78 -0.81
H: -3.27 0.89 0.80
H: -4.74 -1.05 0.63
H: -3.10 -1.55 0.99
H: -4.16 -3.06 -0.57
H: -2.70 -2.41 -1.19
H: -5.27 -1.18 -1.99
H: -2.51 -2.85 -3.14
H: -2.10 -1.81 -4.30
H: -4.79 0.28 -4.01
H: -4.18 -0.71 -5.15
Br: 3.95 4.81 -4.00
C: 3.62 3.20 -3.05
C: 4.61 2.25 -2.88
Br: 6.34 2.52 -3.62
C: 4.34 1.07 -2.17
Br: 5.63 -0.29 -1.93
C: 3.09 0.84 -1.60
O: 2.79 -0.22 -0.91
C: 2.05 1.82 -1.78
O: 0.89 1.54 -1.27
C: 2.34 2.98 -2.50
Br: 0.91 4.20 -2.72
Cl: 3.91 -4.39 -5.75
C: 2.86 -3.98 -4.40
C: 1.57 -4.50 -4.37
C: 0.75 -4.18 -3.30
C: 1.20 -3.34 -2.29
C: 2.49 -2.83 -2.35
C: 3.33 -3.15 -3.41
C: 0.27 -2.99 -1.14
O: -0.83 -3.56 -1.09
O: 0.72 -2.17 -0.29
H: 1.23 -5.15 -5.17
H: -0.25 -4.58 -3.24
H: 2.82 -2.14 -1.58
H: 4.33 -2.73 -3.46
C: -0.47 4.21 3.61
C: -0.52 3.46 2.28
C: 0.57 3.92 1.34
C: -1.89 3.64 1.63
O: -0.44 2.04 2.54
P: 0.97 1.28 2.94
O: 1.90 2.20 3.64
O: 1.41 0.51 1.75
O: 0.26 0.26 4.00
C: 1.04 -0.57 4.89
C: 0.09 -1.69 5.28
C: 1.42 0.27 6.11
C: 2.28 -1.14 4.20
H: -0.57 5.28 3.44
H: 0.48 4.01 4.11
H: -1.29 3.88 4.26
H: 0.39 4.96 1.03
H: 0.61 3.30 0.44
H: 1.55 3.87 1.82
H: -2.08 4.70 1.46
H: -2.67 3.24 2.28
H: -1.92 3.13 0.67
H: -0.83 -1.27 5.69
H: 0.55 -2.33 6.04
H: -0.16 -2.30 4.41
H: 0.52 0.64 6.60
H: 2.03 1.12 5.79
H: 1.98 -0.35 6.82
H: 2.01 -1.65 3.28
H: 2.77 -1.84 4.88
H: 2.98 -0.35 3.95

As for the net charge: -2. The highest occupied orbital energy (alpha / beta) comes out at -2.102 / -2.104 eV. As for the spin multiplicity: 1. Its energy above the lowest of the compared OMol25 structures with the same formula, charge and spin is 0.635 eV.



# 6
The following is a quantum chemistry calculation of a 2-piece molecular cluster, CH3NO3 overall in a non-equilibrium geometry, from the OMol25 dataset.

Positions of all 8 atoms, in Å:
N: -1.69 1.03 0.28
C: -1.19 -0.08 0.20
O: -1.12 -1.26 0.16
H: -1.44 1.84 -0.15
O: 1.84 -0.99 0.07
O: 1.24 0.29 -0.08
H: 1.07 -1.32 0.53
H: 1.29 0.50 -1.00

As for the net charge: 0. The highest occupied orbital energy comes out at -10.813 eV. As for the spin multiplicity: 1. Its energy above the lowest of the compared OMol25 structures with the same formula, charge and spin is 2.031 eV. The structure (SMILES) is N=C=O.OO.



Number 1: electronic energy -2824.29077 Eh. Number 2: electronic energy -4100.14667 Eh. Number 3: electronic energy -355.47761 Eh. Number 4: electronic energy -340.02296 Eh. Number 5: electronic energy -14628.16428 Eh. Number 6: electronic energy -320.26796 Eh.